A single C3H3N3O2 molecule, computed with ωB97M-V with the def2-TZVPD basis set.

Results
SMILES: O=C1C=N/C(=N\O)N1
E in eV: -11720.348
HOMO in hartree: -0.376
Maximum force in hartree/bohr: 0.14103
Energy relative to the best compared isomer or geometry (same formula, charge and spin) in eV: 5.609

CARTESIAN COORDINATES (ANGSTROEM)
O (-1.29062, 2.45741, 0.90209)
C (-1.01791, 1.28775, 0.33910)
C (-0.91299, 0.02203, 1.17390)
N (-0.18808, -0.84711, 0.72501)
C (0.29966, -0.28422, -0.53588)
N (1.09794, -0.77306, -1.31448)
O (1.80045, -1.92145, -1.02892)
N (-0.47177, 0.88931, -0.81329)
H (-1.00216, 0.24325, 2.34312)
H (1.25957, -2.41694, -0.31932)
H (0.42592, 1.34301, -1.47133)